(w)
# C9H17BrNO

C9H17BrNO as an isolated structure (wB97M-V/def2-TZVPD, the OMol25 dataset).

ORCA input file:
```
! wB97M-V def2-TZVPD RIJCOSX def2/J DEFGRID3
* xyz 1 1
C 1.01 -1.22 -2.05
C -0.51 -1.14 -1.69
C 1.54 0.22 -1.80
C -0.54 -0.97 -0.16
C 1.51 0.24 -0.26
C -0.70 1.42 -0.17
C -1.94 1.61 0.70
C -0.07 0.44 1.78
C 0.05 -0.75 2.62
N 0.12 0.32 0.33
O -1.84 0.77 1.83
Br 0.75 1.97 2.49
H 1.33 -2.06 -1.39
H 1.06 -1.51 -3.04
H -1.08 -0.23 -2.15
H -0.90 -2.14 -2.00
H 2.54 0.30 -2.00
H 0.93 0.97 -2.20
H -1.58 -0.80 0.28
H 0.11 -1.74 0.41
H 2.06 -0.60 0.06
H 2.07 1.07 0.11
H -1.01 1.28 -1.30
H -0.12 2.22 -0.13
H -2.08 2.57 1.01
H -2.80 1.30 0.27
H 0.07 -0.57 3.77
H 0.83 -1.54 2.26
H -0.82 -1.43 2.42
*
```

Properties
- LUMO energy (eV) = -2.88
- Kohn-Sham gap (eV) = 11.1

(x)
# C9H17BrNO

An isolated ion of composition C9H17BrNO and charge +1 (wB97M-V/def2-TZVPD, the OMol25 dataset).

ORCA input file:
```
! wB97M-V def2-TZVPD RIJCOSX def2/J DEFGRID3
* xyz 1 1
C -0.05 1.68 -0.85
C -0.46 0.21 2.29
C 0.52 0.49 -0.94
C 0.39 -0.71 -0.03
C -1.13 -1.71 -1.77
C -1.00 -2.76 0.50
C 1.89 0.25 1.68
C 0.30 3.98 -1.19
C -0.95 -1.45 -0.27
N 0.60 -0.43 1.45
O -0.23 2.71 -1.57
Br -0.95 1.88 1.18
H -1.37 -0.38 2.19
H 1.09 0.31 -1.85
H 1.20 -1.40 -0.31
H -1.23 -0.79 -2.33
H -2.03 -2.30 -1.93
H -0.29 -2.28 -2.17
H -1.91 -3.29 0.26
H -0.99 -2.62 1.58
H -0.16 -3.40 0.23
H 2.71 -0.32 1.23
H 1.87 1.25 1.26
H 2.05 0.33 2.75
H -0.12 4.29 -0.23
H -0.02 4.67 -1.97
H 1.39 3.95 -1.14
H -1.78 -0.80 0.05
H 0.66 -1.35 1.88
*
```

Properties
- LUMO energy (eV) = -3.79
- Kohn-Sham gap (eV) = 8.3

Going by the energies, (w) is most stable and the next is 96.9 kJ/mol up.

(w)
# C3H7N2OSe

An isolated ion of composition C3H7N2OSe and charge +1 (wB97M-V/def2-TZVPD, the OMol25 dataset).

ORCA input file:
```
! wB97M-V def2-TZVPD RIJCOSX def2/J DEFGRID3
* xyz 1 1
C 1.29 -0.64 -0.01
C 0.98 -0.50 -1.44
C -1.01 -0.24 0.41
N 0.18 -0.73 0.84
N -1.02 1.34 0.65
O 2.39 -0.79 0.42
Se -0.95 -0.11 -1.74
H 1.71 0.15 -1.87
H 1.09 -1.45 -1.90
H -2.02 -0.58 0.90
H 0.33 -1.30 1.75
H -1.11 1.87 -0.29
H -0.08 1.37 0.96
H -1.78 1.61 1.31
*
```

Properties
- SMILES string = [NH3+][C@@H]1NC(=O)C[Se]1
- LUMO energy (eV) = -4.27
- Kohn-Sham gap (eV) = 9.4

(x)
# C3H7N2OSe

C3H7N2OSe as an isolated structure (wB97M-V/def2-TZVPD, the OMol25 dataset).

ORCA input file:
```
! wB97M-V def2-TZVPD RIJCOSX def2/J DEFGRID3
* xyz 1 1
C -0.11 0.89 -0.14
C -1.45 1.28 -0.48
C 1.25 -1.11 -0.35
N 0.54 -0.09 -0.92
N 1.67 -1.00 0.86
O 0.54 1.20 0.89
Se -2.30 -0.45 0.15
H -1.74 2.02 0.20
H -1.58 1.24 -1.54
H 1.61 -1.97 -0.90
H 0.48 -0.07 -2.00
H -2.31 -0.19 1.53
H 1.21 -0.11 1.28
H 2.20 -1.65 1.42
*
```

Properties
- LUMO energy (eV) = -4.46
- Kohn-Sham gap (eV) = 8.9

Going by the energies, (x) is most stable and the next is 38.9 kJ/mol up.

(w)
# C12H35NO9

A 5-piece molecular cluster, C12H35NO9 overall (wB97M-V/def2-TZVPD, the OMol25 dataset).

ORCA input file:
```
! wB97M-V def2-TZVPD RIJCOSX def2/J DEFGRID3
* xyz 0 1
C -0.66 -12.68 5.59
C -1.21 -12.92 6.98
C -0.09 -12.81 8.02
O -0.54 -13.17 9.31
C -0.28 -14.51 9.63
N -2.13 -11.80 7.32
H -1.31 -12.95 4.76
H 0.29 -13.23 5.51
H -0.43 -11.61 5.55
H -1.78 -13.85 7.12
H 0.22 -11.76 8.09
H 0.81 -13.35 7.71
H 0.79 -14.68 9.85
H -0.53 -15.20 8.81
H -0.81 -14.80 10.53
H -2.75 -11.60 6.54
H -2.56 -11.95 8.21
C -0.55 -8.88 8.39
C 0.11 -8.86 7.06
O 1.21 -7.93 7.06
O -1.34 -7.71 8.66
H 0.21 -8.93 9.18
H -1.18 -9.76 8.51
H -0.59 -8.58 6.27
H 0.55 -9.84 6.92
H 1.17 -7.42 6.25
H -1.81 -7.86 9.49
C 3.36 -12.78 3.51
C 3.04 -11.82 4.62
O 3.82 -10.62 4.45
O 4.51 -13.54 3.80
H 3.59 -12.12 2.66
H 2.47 -13.34 3.25
H 3.36 -12.25 5.58
H 2.01 -11.52 4.80
H 3.59 -10.01 5.15
H 5.23 -12.92 3.95
C -5.52 -15.52 2.71
C -4.42 -14.63 2.14
O -3.48 -14.28 3.14
O -6.59 -15.49 1.77
H -5.87 -15.12 3.67
H -5.13 -16.53 2.86
H -4.89 -13.72 1.78
H -4.00 -15.19 1.30
H -2.71 -14.84 3.04
H -7.02 -16.35 1.76
C 1.21 -16.44 5.72
C 0.38 -17.35 6.60
O 1.13 -17.73 7.75
O 2.37 -17.05 5.20
H 1.48 -15.57 6.33
H 0.54 -16.18 4.90
H 0.01 -18.23 6.06
H -0.50 -16.77 6.93
H 0.72 -18.50 8.15
H 3.07 -17.05 5.86
*
```

Properties
- SMILES string = COC[C@H](C)N.OCCO.OCCO.OCCO.OCCO
- LUMO energy (eV) = 0.30
- Kohn-Sham gap (eV) = 9.5

(x)
# C12H35NO9

C12H35NO9 as an isolated structure (wB97M-V/def2-TZVPD, the OMol25 dataset).

ORCA input file:
```
! wB97M-V def2-TZVPD RIJCOSX def2/J DEFGRID3
* xyz 0 1
C 24.55 6.10 5.69
C 24.01 7.30 5.03
C 23.46 8.36 6.08
O 22.48 7.76 6.87
C 22.61 8.10 8.30
N 25.05 7.89 4.21
H 25.57 6.15 6.05
H 24.36 5.23 5.06
H 23.94 6.00 6.59
H 23.18 7.14 4.34
H 23.03 9.20 5.54
H 24.32 8.69 6.66
H 23.50 7.65 8.73
H 21.73 7.73 8.83
H 22.77 9.17 8.41
H 25.58 7.13 3.83
H 24.78 8.52 3.46
C 22.75 0.49 2.80
C 23.72 1.36 2.03
O 24.30 0.62 0.95
O 23.42 -0.29 3.77
H 22.08 -0.15 2.24
H 22.18 1.18 3.43
H 24.49 1.73 2.71
H 23.14 2.07 1.44
H 23.81 -0.04 0.46
H 24.02 0.21 4.33
C 24.53 4.37 3.03
C 24.05 4.59 1.66
O 22.93 5.58 1.69
O 23.47 3.93 3.87
H 25.11 5.25 3.29
H 25.17 3.49 2.95
H 23.46 3.72 1.36
H 24.75 4.75 0.84
H 22.46 5.21 2.44
H 23.76 3.97 4.78
C 28.22 3.35 7.98
C 26.69 3.78 7.82
O 26.04 3.53 9.05
O 28.24 1.96 8.16
H 28.84 3.92 8.68
H 28.72 3.46 7.02
H 26.15 3.21 7.07
H 26.64 4.72 7.28
H 26.08 2.60 9.25
H 29.12 1.71 8.43
C 23.34 2.23 5.18
C 24.20 2.93 6.18
O 24.69 4.25 5.82
O 24.13 1.94 3.99
H 22.53 2.92 4.95
H 23.02 1.31 5.66
H 25.03 2.24 6.33
H 23.58 3.18 7.04
H 25.20 4.53 6.58
H 24.03 2.66 3.36
*
```

Properties
- LUMO energy (eV) = 0.36
- Kohn-Sham gap (eV) = 8.9

Going by the energies, (w) is most stable and the next is 1239.1 kJ/mol up.

(w)
# C3H9NP2

C3H9NP2 as an isolated structure (wB97M-V/def2-TZVPD, the OMol25 dataset).

ORCA input file:
```
! wB97M-V def2-TZVPD RIJCOSX def2/J DEFGRID3
* xyz 0 1
C 1.62 -1.95 -0.95
C -2.64 1.33 0.13
C 1.02 -0.03 1.43
N -0.73 -0.23 -0.55
P 1.05 -0.54 -0.20
P -0.99 1.27 0.30
H 2.28 -1.84 -1.76
H 1.61 -2.91 -0.41
H -3.09 2.22 0.54
H -3.05 0.37 0.18
H 0.34 -0.67 1.98
H 2.00 0.27 1.90
H -0.98 -0.23 -1.58
H 1.60 0.55 -0.76
H -0.03 2.37 -0.26
*
```

Properties
- LUMO energy (spin up / spin down) (eV) = -0.85 / -1.12
- Kohn-Sham gap (spin up / spin down) (eV) = 6.3 / 5.8

(x)
# C3H9NP2

C3H9NP2 in the gas phase (wB97M-V/def2-TZVPD, the OMol25 dataset).

ORCA input file:
```
! wB97M-V def2-TZVPD RIJCOSX def2/J DEFGRID3
* xyz 0 1
C 1.80 -0.65 -0.40
C -0.97 0.49 0.68
C -1.54 0.96 -0.61
N -0.71 -0.84 0.89
P 1.74 1.10 0.17
P 0.29 -1.81 -0.11
H 1.96 -0.66 -1.48
H 2.66 -1.16 0.06
H -1.22 1.05 1.57
H -2.57 0.59 -0.73
H -0.96 0.61 -1.46
H -1.56 2.04 -0.63
H -0.60 -1.08 1.87
H 2.04 0.80 1.50
H -0.34 -1.43 -1.31
*
```

Properties
- LUMO energy (eV) = 0.28
- Kohn-Sham gap (eV) = 7.4

(y)
# C3H9NP2

C3H9NP2 in the gas phase (wB97M-V/def2-TZVPD, the OMol25 dataset).

ORCA input file:
```
! wB97M-V def2-TZVPD RIJCOSX def2/J DEFGRID3
* xyz 0 1
C 0.99 -0.70 0.72
C 0.09 1.64 0.41
C 0.04 0.17 0.06
N -0.26 0.04 -1.34
P -0.81 -0.91 1.30
P -0.86 -1.39 -1.99
H 1.74 -0.23 1.38
H 1.27 -1.47 0.00
H 0.36 1.81 1.36
H -0.96 2.10 0.24
H 0.79 2.13 -0.22
H -1.05 0.13 2.23
H -0.72 0.87 -1.58
H -0.99 -2.08 -0.69
H 0.38 -2.11 -1.86
*
```

Properties
- SMILES string = C[C@@]1(NP)CP1
- LUMO energy (eV) = 0.99
- Kohn-Sham gap (eV) = 9.4

Going by the energies, (x) is most stable and the next is 20.5 kJ/mol up.

(w)
# C4H4N2

A 2-piece molecular cluster, C4H4N2 overall (wB97M-V/def2-TZVPD, the OMol25 dataset).

ORCA input file:
```
! wB97M-V def2-TZVPD RIJCOSX def2/J DEFGRID3
* xyz 0 1
C -0.14 1.18 -0.02
C -1.88 -0.60 -0.15
C 2.00 -1.16 0.08
C -0.74 0.06 -0.11
N 0.53 2.16 -0.07
N 0.96 -1.56 -0.22
H -2.37 -0.99 0.67
H -2.27 -0.83 -1.17
H 2.94 -0.90 0.26
H 0.98 2.63 0.74
*
```

Properties
- SMILES string = C=C=C=N.C#N
- LUMO energy (eV) = 0.30
- Kohn-Sham gap (eV) = 8.5

(x)
# C4H4N2

C4H4N2 as an isolated structure (wB97M-V/def2-TZVPD, the OMol25 dataset).

ORCA input file:
```
! wB97M-V def2-TZVPD RIJCOSX def2/J DEFGRID3
* xyz 0 1
C -1.22 -0.16 -0.54
C 1.26 -0.12 -0.49
C 0.05 0.29 0.15
C 0.01 -1.21 0.60
N -1.26 -1.35 -0.19
N 1.20 -1.36 -0.26
H -1.78 0.46 -1.28
H 1.89 0.40 -1.04
H -0.27 1.09 0.96
H -0.06 -1.74 1.51
*
```

Properties
- LUMO energy (eV) = 0.58
- Kohn-Sham gap (eV) = 10.3

(y)
# C4H4N2

C4H4N2 in the gas phase (wB97M-V/def2-TZVPD, the OMol25 dataset).

ORCA input file:
```
! wB97M-V def2-TZVPD RIJCOSX def2/J DEFGRID3
* xyz 0 1
C 0.72 0.84 -0.01
C 1.41 -0.32 -0.19
N 0.65 -1.71 -0.10
N -0.57 -1.73 0.20
C -1.39 -0.38 0.21
C -0.76 0.80 -0.04
H 1.11 1.87 0.20
H 2.50 -0.52 -0.37
H -2.48 -0.62 0.39
H -1.20 1.80 -0.30
*
```

Properties
- SMILES string = c1ccnnc1
- LUMO energy (eV) = 0.56
- Kohn-Sham gap (eV) = 9.6

Going by the energies, (y) is most stable and the next is 103.9 kJ/mol up.

(w)
# C4H4N2

C4H4N2 in the gas phase (wB97M-V/def2-TZVPD, the OMol25 dataset).

ORCA input file:
```
! wB97M-V def2-TZVPD RIJCOSX def2/J DEFGRID3
* xyz 0 1
C -0.41 1.10 -0.74
C 2.01 -1.17 0.08
N 0.81 -1.24 0.13
N -0.40 -1.37 0.00
C -1.11 -0.12 -0.27
C -0.80 1.11 0.50
H 0.15 1.56 -1.54
H 2.65 -1.02 0.94
H -2.12 -0.37 -0.58
H -0.78 1.53 1.49
*
```

Properties
- LUMO energy (eV) = 1.06
- Kohn-Sham gap (eV) = 9.6

(x)
# C4H4N2

A 2-piece molecular cluster, C4H4N2 overall (wB97M-V/def2-TZVPD, the OMol25 dataset).

ORCA input file:
```
! wB97M-V def2-TZVPD RIJCOSX def2/J DEFGRID3
* xyz 0 1
N -0.44 0.67 -1.11
C 0.24 1.01 -0.08
C 0.16 0.31 1.16
C 0.11 -0.11 2.29
C 0.55 -2.11 -1.01
N -0.56 -1.80 -1.29
H -0.80 -0.43 -1.22
H -0.31 1.23 -1.95
H 0.93 1.85 -0.13
H 0.03 -0.51 3.28
*
```

Properties
- LUMO energy (eV) = -1.25
- Kohn-Sham gap (eV) = 8.0

Going by the energies, (x) is most stable and the next is 106.0 kJ/mol up.